[1]
Formula: C7H7O5P2
Source: OMol25
Level of theory: the ωB97M-V functional and the def2-TZVPD basis

Its total energy is -1330.12831 Ha. As for the net charge: -1. Its energy above the lowest of the compared OMol25 structures with the same formula, charge and spin is 0.0 kcal/mol. The HOMO energy comes out at -0.22699 hartree. The calculation puts the gap between HOMO and LUMO at 0.338 Eh.

Last column: natural (NBO) charge in e.
CARTESIAN COORDINATES (ANGSTROEM)
1 C 1.250 0.370 -1.118  -0.24
2 C 1.380 -0.452 1.158  -0.24
3 C -0.085 0.072 -1.142  -0.12
4 C 0.071 -0.871 1.066  -0.16
5 C 1.994 0.140 0.053  0.00
6 C -0.630 -0.632 -0.115  -0.44
7 C 3.451 0.441 0.158  -0.62
8 O -4.768 1.466 -0.415  -1.10
9 O -2.544 -2.369 0.865  -1.09
10 O -2.212 1.954 -0.790  -1.12
11 O -2.901 0.334 1.045  -1.07
12 O -3.210 -0.638 -1.034  -1.09
13 P -2.372 -1.068 0.193  2.34
14 P -3.348 1.150 -0.334  2.47
15 H 1.677 0.563 -2.002  0.20
16 H 1.806 -0.627 2.112  0.20
17 H -0.672 0.239 -2.032  0.23
18 H -0.368 -1.492 1.780  0.22
19 H 3.958 -0.469 0.330  0.21
20 H 3.865 0.844 -0.802  0.21
21 H 3.659 1.043 1.024  0.21

Cartesian forces (eV/Å) of the 6 atoms listed first:
C -0.5 -1.3 3.7
C -1.1 0.2 -0.6
C -0.5 -0.6 -1.0
C 1.2 0.5 -2.1
C -0.3 0.1 -0.1
C -1.7 -0.7 2.3

---

[2]
Formula: C30H37N2O4SSnTe
Source: OMol25
Level of theory: the ωB97M-V functional and the def2-TZVPD basis

Its spin multiplicity is 2. Its total energy is -2455.79915 Ha. As for the net charge: +2. Its energy above the lowest of the compared OMol25 structures with the same formula, charge and spin is 23.3 kcal/mol. The HOMO energy (alpha / beta) comes out at -0.51270 / -0.51403 hartree. The calculation puts the gap between HOMO and LUMO (alpha / beta) at 0.327 / 0.195 Eh.

Last column: Löwdin spin population.
CARTESIAN COORDINATES (ANGSTROEM)
1 Sn -3.389 -0.057 0.816  0.00
2 N -4.118 0.104 3.171  0.00
3 C -3.337 0.970 4.102  0.00
4 C -1.869 0.564 4.066  0.01
5 C -1.145 1.126 2.858  0.01
6 O 0.067 1.428 2.936  0.16
7 O -1.815 1.248 1.764  0.03
8 H -5.040 0.504 3.035  0.00
9 H -4.278 -0.797 3.610  0.00
10 H -3.715 0.892 5.118  0.00
11 H -3.446 2.005 3.789  0.00
12 H -1.821 -0.527 3.965  0.00
13 H -1.326 0.843 4.963  0.00
14 C 4.940 5.998 -1.281  0.01
15 C 3.913 4.966 -0.909  0.03
16 C 4.093 4.156 0.208  0.00
17 C 3.159 3.205 0.581  0.02
18 C 3.366 2.415 1.852  0.00
19 C 2.035 3.040 -0.261  0.07
20 Te 0.829 1.382 0.229  0.21
21 N -0.026 1.000 -1.512  0.28
22 C -0.985 0.094 -1.521  0.02
23 O -1.562 -0.381 -0.460  0.02
24 C -1.408 -0.414 -2.850  0.01
25 C -0.531 -0.354 -3.931  0.00
26 C -0.912 -0.865 -5.161  0.00
27 C -2.170 -1.432 -5.318  0.00
28 C -3.048 -1.493 -4.243  0.00
29 C -2.666 -0.988 -3.011  0.00
30 C 2.282 -0.146 -0.063  0.06
31 C 3.188 0.074 -1.094  0.01
32 C 4.018 -0.966 -1.480  0.01
33 C 3.923 -2.196 -0.846  0.00
34 C 3.017 -2.389 0.188  0.00
35 C 2.166 -1.368 0.605  0.00
36 C 1.191 -1.598 1.738  0.00
37 C 1.756 3.913 -1.332  0.02
38 C 0.478 3.917 -2.134  0.00
39 C 2.745 4.832 -1.653  0.00
40 H 5.585 6.241 -0.438  0.00
41 H 4.469 6.911 -1.643  0.00
42 H 5.575 5.620 -2.087  0.00
43 H 4.986 4.274 0.813  0.00
44 H 4.355 2.602 2.264  0.00
45 H 3.280 1.338 1.688  0.00
46 H 2.632 2.700 2.608  0.00
47 H 0.452 0.083 -3.795  0.00
48 H -0.227 -0.823 -5.998  0.00
49 H -2.466 -1.834 -6.280  0.00
50 H -4.029 -1.936 -4.368  0.00
51 H -3.348 -1.022 -2.179  0.00
52 H 3.247 1.035 -1.591  0.00
53 H 4.731 -0.811 -2.280  0.00
54 H 4.558 -3.015 -1.163  0.00
55 H 2.962 -3.351 0.685  0.00
56 H 1.086 -2.662 1.942  0.00
57 H 0.204 -1.204 1.484  0.00
58 H 1.532 -1.108 2.651  0.00
59 H -0.379 3.643 -1.529  0.00
60 H 0.535 3.211 -2.962  0.00
61 H 0.301 4.908 -2.548  0.00
62 H 2.582 5.486 -2.503  0.00
63 O -3.901 -2.120 1.540  0.00
64 S -4.256 -3.605 1.765  0.00
65 C -3.887 -4.409 0.167  0.00
66 C -2.751 -5.400 0.413  0.00
67 C -1.847 -4.728 1.443  0.00
68 C -2.794 -4.323 2.569  0.00
69 H -3.580 -3.586 -0.478  0.00
70 H -4.797 -4.861 -0.225  0.00
71 H -2.230 -5.629 -0.517  0.00
72 H -3.143 -6.335 0.815  0.00
73 H -1.383 -3.837 1.011  0.00
74 H -1.059 -5.388 1.803  0.00
75 H -2.406 -3.577 3.262  0.00
76 H -3.146 -5.191 3.131  0.00

Cartesian forces (eV/Å) of the 6 atoms listed first:
Sn -0.2 0.8 -0.1
N 0.2 0.5 0.4
C 0.0 -0.1 -0.2
C 0.0 0.0 -0.2
C 0.9 0.2 -0.2
O -0.8 -0.3 -0.3

---

[3]
Formula: C27H23BrFINNiO4S
Source: OMol25
Level of theory: the ωB97M-V functional and the def2-TZVPD basis

Its total energy is -6276.31929 Ha. As for the net charge: +1. The HOMO energy (alpha / beta) comes out at -0.42237 / -0.42267 hartree. The calculation puts the gap between HOMO and LUMO (alpha / beta) at 0.312 / 0.311 Eh.

Last column: natural (NBO) charge in e.
CARTESIAN COORDINATES (ANGSTROEM)
1 Ni -0.731 -0.398 -0.442  1.18
2 C 4.561 4.531 1.071  -0.63
3 C 4.479 4.046 -0.371  -0.03
4 C 5.827 3.704 -0.982  -0.41
5 C 6.471 2.542 -0.243  -0.43
6 C 5.518 1.375 -0.170  -0.02
7 C 5.982 0.097 0.014  -0.22
8 C 5.098 -0.983 0.034  0.41
9 F 5.603 -2.205 0.233  -0.30
10 C 3.760 -0.830 -0.162  -0.24
11 C 3.252 0.468 -0.340  -0.16
12 C 1.839 0.680 -0.550  0.58
13 O 1.080 -0.342 -0.736  -0.77
14 C 1.378 1.994 -0.593  -0.35
15 C 2.290 3.026 -0.552  0.18
16 N 3.598 2.849 -0.445  -0.32
17 C 4.126 1.567 -0.318  0.23
18 C -0.064 2.346 -0.687  0.78
19 O -0.411 3.485 -0.915  -0.61
20 O -0.911 1.382 -0.445  -0.82
21 H 5.274 5.352 1.146  0.23
22 H 4.879 3.733 1.743  0.22
23 H 3.591 4.892 1.413  0.23
24 H 3.995 4.809 -0.981  0.22
25 H 6.462 4.589 -0.949  0.24
26 H 5.687 3.437 -2.033  0.22
27 H 6.765 2.844 0.766  0.23
28 H 7.382 2.227 -0.751  0.24
29 H 7.042 -0.091 0.134  0.24
30 H 3.102 -1.685 -0.183  0.25
31 H 1.928 4.045 -0.622  0.25
32 C -3.730 1.375 -1.567  -0.81
33 S -3.455 0.639 0.030  1.30
34 O -2.563 -0.605 -0.265  -1.01
35 C -5.030 -0.116 0.289  -0.29
36 C -5.975 0.626 0.985  -0.20
37 C -7.229 0.074 1.202  -0.19
38 C -7.511 -1.205 0.745  -0.18
39 C -6.548 -1.940 0.065  -0.21
40 C -5.293 -1.399 -0.170  -0.15
41 H -4.172 0.631 -2.228  0.24
42 H -2.763 1.719 -1.924  0.27
43 H -4.396 2.226 -1.428  0.25
44 H -5.735 1.616 1.353  0.23
45 H -7.979 0.639 1.738  0.23
46 H -8.485 -1.638 0.931  0.23
47 H -6.775 -2.938 -0.285  0.23
48 H -4.528 -1.958 -0.690  0.24
49 Br -0.321 -5.677 -1.802  0.10
50 C -1.463 -5.339 -0.340  -0.11
51 C -2.447 -6.276 -0.051  -0.22
52 C -3.296 -6.085 1.026  -0.18
53 C -3.177 -4.956 1.823  -0.20
54 C -2.204 -4.011 1.537  -0.21
55 C -1.351 -4.207 0.458  -0.23
56 I 0.109 -2.768 0.101  0.31
57 H -2.541 -7.152 -0.678  0.24
58 H -4.055 -6.826 1.242  0.23
59 H -3.833 -4.810 2.670  0.23
60 H -2.106 -3.126 2.150  0.23

Cartesian forces (eV/Å) of the 6 atoms listed first:
Ni 0.4 -0.4 0.1
C 0.0 0.0 0.0
C 0.0 0.0 0.1
C 0.0 -0.1 0.0
C 0.0 0.0 0.0
C 0.0 0.1 0.0

---

[4]
Formula: C20H26N2OS
Source: OMol25
Level of theory: the ωB97M-V functional and the def2-TZVPD basis

The SMILES is O=C(C[C@]12C[C@H]3C[C@H](C[C@H](C3)C1)C2)NC(=S)NCc1ccccc1. Its total energy is -1360.73619 Ha. The HOMO energy comes out at -0.31058 hartree. The calculation puts the gap between HOMO and LUMO at 0.332 Eh.

Last column: natural (NBO) charge in e.
CARTESIAN COORDINATES (ANGSTROEM)
1 O 2.288 0.226 -1.203  -0.62
2 C 2.315 0.373 0.004  0.71
3 N 2.543 -0.665 0.869  -0.64
4 C 2.535 -2.027 0.583  0.29
5 N 2.539 -2.382 -0.700  -0.58
6 H 2.467 -1.619 -1.374  0.44
7 C 2.230 -3.716 -1.159  -0.27
8 C 0.823 -3.767 -1.702  0.05
9 C 0.571 -4.148 -3.011  -0.24
10 C -0.725 -4.159 -3.500  -0.20
11 C -1.777 -3.777 -2.686  -0.22
12 C -1.532 -3.393 -1.378  -0.19
13 C -0.239 -3.390 -0.889  -0.24
14 H -0.050 -3.101 0.135  0.22
15 H -2.350 -3.097 -0.738  0.21
16 H -2.787 -3.780 -3.069  0.21
17 H -0.911 -4.461 -4.520  0.21
18 H 1.390 -4.442 -3.651  0.21
19 H 2.337 -4.391 -0.303  0.25
20 H 2.950 -4.000 -1.931  0.21
21 S 2.529 -3.062 1.869  -0.25
22 H 2.557 -0.474 1.863  0.43
23 C 2.058 1.691 0.685  -0.49
24 H 2.501 2.482 0.079  0.24
25 H 2.515 1.704 1.676  0.21
26 C 0.537 1.964 0.813  0.00
27 C -0.176 0.797 1.503  -0.42
28 C -1.667 1.107 1.644  -0.21
29 C -1.854 2.373 2.478  -0.40
30 C -1.154 3.540 1.784  -0.22
31 C -1.763 3.750 0.399  -0.40
32 C -1.575 2.482 -0.431  -0.22
33 C -2.273 1.310 0.257  -0.40
34 H -2.150 0.403 -0.340  0.21
35 H -3.342 1.513 0.344  0.21
36 C -0.083 2.181 -0.570  -0.41
37 H 0.062 1.294 -1.189  0.23
38 H 0.416 3.015 -1.069  0.21
39 H -2.005 2.629 -1.428  0.21
40 H -2.827 3.980 0.493  0.21
41 H -1.280 4.595 -0.096  0.20
42 C 0.337 3.233 1.649  -0.40
43 H 0.774 3.097 2.642  0.20
44 H 0.846 4.073 1.172  0.21
45 H -1.280 4.450 2.382  0.21
46 H -2.918 2.590 2.590  0.21
47 H -1.436 2.227 3.477  0.20
48 H -2.161 0.265 2.141  0.21
49 H -0.060 -0.116 0.914  0.21
50 H 0.257 0.623 2.492  0.20

Cartesian forces (eV/Å) of the 6 atoms listed first:
O 0.0 0.1 -0.2
C 0.2 0.2 0.1
N 0.1 0.0 0.0
C 0.1 -0.2 -0.1
N 0.0 0.6 -0.1
H 0.0 -0.1 0.2

---

[5]
Formula: C17H16Cl5MnO6S2
Source: OMol25
Level of theory: the ωB97M-V functional and the def2-TZVPD basis

Its spin multiplicity is 5. Its total energy is -5357.21188 Ha. Its energy above the lowest of the compared OMol25 structures with the same formula, charge and spin is 17.4 kcal/mol. The HOMO energy (alpha / beta) comes out at -0.32991 / -0.32913 hartree. The calculation puts the gap between HOMO and LUMO (alpha / beta) at 0.288 / 0.323 Eh.

Last column: Löwdin spin population.
CARTESIAN COORDINATES (ANGSTROEM)
1 Mn -1.267 0.979 0.846  3.91
2 Cl -4.122 -0.222 1.925  0.01
3 C -2.912 0.008 3.133  0.01
4 C -1.701 0.592 2.773  -0.08
5 C -0.804 0.877 3.797  0.01
6 Cl 0.661 1.719 3.421  0.01
7 C -1.057 0.535 5.123  -0.01
8 Cl 0.094 0.885 6.351  0.00
9 C -2.257 -0.092 5.446  0.02
10 Cl -2.586 -0.531 7.073  0.01
11 C -3.197 -0.345 4.451  -0.01
12 Cl -4.697 -1.079 4.852  0.00
13 O -3.201 2.250 -0.177  0.05
14 S -1.917 2.898 -0.438  0.01
15 O -1.882 4.156 -1.101  -0.01
16 O -1.213 2.919 0.955  -0.01
17 O -1.046 1.809 -1.074  -0.01
18 C 3.156 0.355 0.506  0.00
19 C 1.829 1.036 0.390  0.01
20 C 1.803 2.492 0.070  0.00
21 O 0.808 0.379 0.561  0.05
22 H 3.651 0.740 1.402  0.00
23 H 3.791 0.609 -0.344  0.00
24 H 3.031 -0.721 0.593  0.00
25 H 1.340 2.613 -0.913  0.00
26 H 2.797 2.932 0.077  0.00
27 H 1.139 3.005 0.769  0.00
28 C 3.527 -1.460 -3.894  0.00
29 C 2.164 -1.319 -3.276  0.00
30 C 1.200 -0.497 -3.848  0.00
31 C -0.063 -0.380 -3.284  0.00
32 C -0.362 -1.110 -2.148  0.00
33 C 0.589 -1.923 -1.544  0.00
34 C 1.843 -2.025 -2.112  0.00
35 S -1.959 -0.892 -1.409  0.01
36 C -2.583 -2.559 -1.530  0.00
37 O -1.686 -0.797 0.098  0.04
38 H 3.761 -0.612 -4.537  0.00
39 H 3.575 -2.363 -4.505  0.00
40 H 4.299 -1.539 -3.130  0.00
41 H 1.444 0.075 -4.735  0.00
42 H -0.798 0.298 -3.698  0.00
43 H 0.356 -2.436 -0.619  0.00
44 H 2.594 -2.652 -1.647  0.00
45 H -1.907 -3.240 -1.018  0.00
46 H -2.675 -2.816 -2.584  0.00
47 H -3.560 -2.550 -1.049  0.00

Cartesian forces (eV/Å) of the 6 atoms listed first:
Mn 0.4 0.2 -0.5
Cl -0.1 -0.1 -0.1
C 0.2 0.1 0.1
C 0.0 -0.1 0.3
C -0.2 -0.1 -0.1
Cl 0.1 0.1 0.0

---

Q: Which value of total energy does entry 1 give?
A: -1330.12831 Ha